Entry P
This record from the OMol25 dataset describes an isolated molecule of C20H24N2O4. The level of theory is ωB97M-V/def2-TZVPD.

Values from the calculation:
Orbital gap: 8.21 eV
SMILES: COc1cccc(C[C@@]2(CO)CCCN(C(=O)c3cc[n+]([O-])cc3)C2)c1
Charge: 0
Highest occupied orbital energy: -8.20 eV

Structure (XYZ):
```
50
C20H24N2O4 | the OMol25 dataset | ωB97M-V/def2-TZVPD
C 3.773 -3.493 0.389
O 3.647 -3.286 1.773
C 3.211 -2.070 2.215
C 3.056 -1.946 3.595
C 2.633 -0.751 4.135
C 2.350 0.329 3.315
C 2.484 0.215 1.941
C 2.178 1.382 1.043
C 0.755 1.378 0.438
C -0.310 1.275 1.558
O -0.381 0.036 2.197
C 0.571 2.689 -0.349
C -0.682 2.701 -1.224
C -0.742 1.454 -2.109
N -0.633 0.272 -1.286
C -1.665 -0.507 -0.904
O -1.590 -1.283 0.041
C -2.915 -0.442 -1.715
C -4.145 -0.288 -1.078
C -5.309 -0.304 -1.804
N -5.313 -0.493 -3.147
O -6.383 -0.496 -3.793
C -4.124 -0.685 -3.772
C -2.932 -0.662 -3.092
C 0.613 0.208 -0.548
C 2.930 -0.984 1.397
H 4.097 -4.527 0.273
H 2.817 -3.356 -0.127
H 4.525 -2.830 -0.053
H 3.279 -2.799 4.216
H 2.520 -0.658 5.204
H 2.017 1.259 3.749
H 2.899 1.405 0.221
H 2.292 2.307 1.613
H -0.065 2.004 2.336
H -1.294 1.546 1.147
H -0.781 -0.613 1.590
H 0.535 3.529 0.347
H 1.444 2.829 -0.992
H -0.680 3.591 -1.855
H -1.579 2.738 -0.602
H -1.675 1.441 -2.672
H 0.096 1.460 -2.816
H -4.183 -0.154 -0.008
H -6.282 -0.175 -1.357
H -4.190 -0.856 -4.835
H -2.015 -0.835 -3.633
H 0.651 -0.743 -0.016
H 1.431 0.245 -1.276
H 3.067 -1.055 0.328
```

Entry Q
This record from the OMol25 dataset describes an isolated molecule of C20H24N2O4. The level of theory is ωB97M-V/def2-TZVPD.

Values from the calculation:
Orbital gap: 7.41 eV
Charge: 0
Highest occupied orbital energy: -7.24 eV

Structure (XYZ):
```
50
C20H24N2O4 | the OMol25 dataset | ωB97M-V/def2-TZVPD
C -0.822 2.495 1.729
C -0.847 1.333 0.754
N 0.315 0.462 0.919
C 0.755 0.258 2.182
C 1.773 -0.746 2.683
C 1.823 -0.500 4.204
C 0.903 0.685 4.495
N 0.316 0.969 3.211
C -0.604 2.059 3.154
H -0.016 3.191 1.440
H -1.799 3.000 1.661
H -1.806 0.781 0.876
H -0.809 1.737 -0.262
H 1.527 -1.787 2.461
H 2.757 -0.560 2.252
H 1.458 -1.349 4.796
H 2.822 -0.246 4.582
H 0.096 0.471 5.209
H 1.431 1.581 4.861
H -0.169 2.878 3.742
H -1.539 1.743 3.644
C -2.421 -2.437 -3.356
C -2.995 -1.419 -2.380
C -4.507 -1.194 -2.524
O -2.801 -1.856 -1.016
C -1.612 -1.608 -0.362
O -1.425 -2.164 0.704
C -0.680 -0.668 -0.948
C 0.593 -0.439 -0.221
C 1.733 0.012 -1.149
C 1.733 -0.218 -2.535
C 2.761 0.261 -3.355
C 3.857 0.915 -2.787
C 3.945 0.994 -1.393
C 2.895 0.540 -0.584
C -1.160 0.149 -2.044
O -0.571 1.132 -2.481
O -2.375 -0.143 -2.611
H -1.341 -2.564 -3.185
H -2.944 -3.392 -3.234
H -2.604 -2.093 -4.381
H -4.829 -0.455 -1.783
H -4.753 -0.818 -3.518
H -5.043 -2.133 -2.369
H 0.872 -1.428 0.188
H 0.944 -0.813 -2.997
H 2.701 0.114 -4.435
H 4.631 1.348 -3.424
H 4.836 1.400 -0.912
H 2.998 0.523 0.501
```

Which structure loses on stability? entry P does.

Entry P
This record from the OMol25 dataset describes a cluster of 2 separate species, C3H3F3O in total. The level of theory is ωB97M-V/def2-TZVPD.

Values from the calculation:
Orbital gap: 10.19 eV
Charge: 0
Highest occupied orbital energy: -10.76 eV

Structure (XYZ):
```
10
C3H3F3O | the OMol25 dataset | ωB97M-V/def2-TZVPD
C 0.833 0.585 -1.181
C 0.817 1.179 -0.042
C -1.770 0.867 0.244
O -1.009 1.822 0.583
F 1.539 1.379 0.984
F -2.162 0.830 -1.078
F -1.322 -0.398 0.512
H 1.672 -0.020 -1.182
H 0.178 0.691 -1.964
H -2.853 0.959 0.761
```

Entry Q
This record from the OMol25 dataset describes a cluster of 2 separate species, C3H3F3O in total. The level of theory is ωB97M-V/def2-TZVPD.

Values from the calculation:
Orbital gap (alpha / beta): 9.49 / 9.49 eV
Charge: 0
Highest occupied orbital energy (alpha / beta): -9.46 / -9.46 eV

Structure (XYZ):
```
10
C3H3F3O | the OMol25 dataset | ωB97M-V/def2-TZVPD
C -0.716 0.935 -1.421
C -0.610 -0.380 0.388
C 0.798 -0.426 0.848
O -0.854 0.362 -2.445
F 0.807 -0.862 2.156
F 1.576 -1.334 0.073
F 1.468 0.730 0.806
H -0.457 2.042 -1.266
H -1.168 0.125 1.092
H -0.844 -1.191 -0.230
```

Entry R
This record from the OMol25 dataset describes a cluster of 2 separate species, C3H3F3O in total. The level of theory is ωB97M-V/def2-TZVPD.

Values from the calculation:
Orbital gap (alpha / beta): 9.10 / 9.04 eV
Charge: 0
Highest occupied orbital energy (alpha / beta): -9.46 / -9.38 eV

Structure (XYZ):
```
10
C3H3F3O | the OMol25 dataset | ωB97M-V/def2-TZVPD
C -0.171 -0.229 -1.893
C -0.741 -0.508 -0.768
C 0.784 -0.308 2.858
O -0.273 0.208 3.444
F -0.829 -1.550 0.017
F 1.985 0.161 3.272
F 0.864 -1.661 2.844
H 0.426 -0.932 -2.469
H -0.279 0.753 -2.318
H -0.215 0.297 4.413
```

Which structure loses on stability? entry R does.

Entry P
This record from the OMol25 dataset describes an isolated molecule of C7H9Cl. The level of theory is ωB97M-V/def2-TZVPD.

Values from the calculation:
Orbital gap: 10.33 eV
SMILES: C#C[C@@]1(Cl)CC1(C)C
Charge: 0
Highest occupied orbital energy: -9.47 eV

Structure (XYZ):
```
17
C7H9Cl | the OMol25 dataset | ωB97M-V/def2-TZVPD
C 2.215 2.604 -0.157
C 2.034 1.418 -0.072
C 1.581 0.074 0.170
Cl 2.742 -1.161 -0.174
C 0.692 -0.076 1.409
C 0.117 -0.329 0.010
C -0.222 -1.677 -0.482
C -0.877 0.654 -0.434
H 2.550 3.527 -0.052
H 0.913 -0.995 1.955
H 0.188 0.780 1.920
H -0.512 -1.679 -1.524
H -0.982 -2.037 0.317
H 0.746 -2.272 -0.265
H -0.962 0.822 -1.590
H -0.753 1.759 -0.187
H -1.835 0.399 -0.014
```

Entry Q
This record from the OMol25 dataset describes an isolated molecule of C7H9Cl. The level of theory is ωB97M-V/def2-TZVPD.

Values from the calculation:
Orbital gap: 10.91 eV
SMILES: C#C[C@@]1(Cl)C[C@H]1CC
Charge: 0
Highest occupied orbital energy: -9.89 eV

Structure (XYZ):
```
17
C7H9Cl | the OMol25 dataset | ωB97M-V/def2-TZVPD
C -1.673 2.825 -1.277
C -1.641 1.653 -1.123
C -1.844 0.066 -1.027
Cl -3.547 -0.339 -1.268
C -0.846 -0.859 -1.550
C -0.950 -0.638 -0.066
C -0.042 0.345 0.650
C 1.258 -0.445 1.124
H -1.689 3.924 -1.198
H -0.010 -0.659 -2.210
H -1.268 -1.694 -1.891
H -1.416 -1.381 0.535
H 0.271 1.218 0.168
H -0.588 0.605 1.606
H 2.093 0.203 1.362
H 1.473 -1.123 0.342
H 0.892 -1.119 1.951
```

Which structure loses on stability? entry Q does.

Entry P
This record from the OMol25 dataset describes a cluster of 2 separate species, C3H4NO3S in total. The level of theory is ωB97M-V/def2-TZVPD.

Values from the calculation:
Orbital gap: 8.65 eV
Charge: -1
Highest occupied orbital energy: -5.23 eV

Structure (XYZ):
```
12
C3H4NO3S | the OMol25 dataset | ωB97M-V/def2-TZVPD
C -0.449 -0.866 -1.002
C 0.187 -0.219 1.355
C 0.442 2.380 -1.542
N 0.307 3.503 -1.212
O -0.323 -0.382 -2.104
O -1.057 -1.747 -0.483
O 0.377 -0.043 0.069
S 0.547 -1.948 1.892
H -0.797 0.092 1.572
H 0.848 0.421 1.855
H 0.503 1.402 -1.822
H -0.584 -2.592 1.424
```

Entry Q
This record from the OMol25 dataset describes a cluster of 2 separate species, C3H4NO3S in total. The level of theory is ωB97M-V/def2-TZVPD.

Values from the calculation:
Orbital gap: 8.86 eV
Charge: -1
Highest occupied orbital energy: -5.52 eV

Structure (XYZ):
```
12
C3H4NO3S | the OMol25 dataset | ωB97M-V/def2-TZVPD
C -0.901 -0.857 1.201
C 0.779 -0.412 -0.700
C 0.319 1.888 2.890
N 0.385 2.976 3.258
O -1.066 -0.705 2.378
O -1.487 -1.501 0.370
O 0.299 0.000 0.545
S -0.089 0.414 -2.117
H 0.756 -1.448 -1.029
H 1.818 -0.153 -0.798
H 0.300 0.895 2.551
H -1.178 -0.132 -1.700
```

Which structure loses on stability? entry P does.